(1)
ORCA calculation (ωB97M-V/def2-TZVPD) on a cluster of 9 separate species, C27H73FNO13PS2 in total in a non-equilibrium geometry.

Structure (XYZ):
```
118
Properties=species:S:1:pos:R:3:forces:R:3:lowdin_charge:R:1
C 0.911088 -5.143080 1.377797 0.3 -0.3 0.7 -0.133
C 2.330287 -4.595598 1.948215 -0.5 -0.9 -0.7 -0.198
C 2.934884 -3.429168 1.031119 -0.7 -2.2 -1.3 -0.165
O 2.929874 -2.092776 1.623276 1.4 -0.6 -0.2 -0.189
N 1.756809 -1.889585 2.265110 -2.0 1.9 1.6 -0.373
P 0.690874 -0.764605 1.405742 -3.4 0.7 -2.6 0.379
O -0.288841 0.111786 2.500600 2.1 -1.6 -1.2 -0.242
O 1.503867 0.328279 0.392634 -0.2 -1.8 2.8 -0.197
S -0.521754 -1.873236 0.318190 1.0 0.7 0.8 0.330
S 1.972363 -1.506137 3.944261 5.8 1.5 4.8 0.820
O 3.122356 -2.323711 4.520526 -4.6 1.6 -2.4 -0.297
O 2.217006 -0.043805 4.233949 -2.2 -4.2 -1.5 -0.289
F 0.552695 -2.033095 4.695006 2.2 1.0 -2.0 -0.207
H 0.774810 -6.199887 1.821899 0.1 1.6 -0.9 0.075
H 0.913612 -5.201868 0.227286 0.0 0.0 1.9 0.079
H 0.027714 -4.521520 1.750946 1.3 -0.7 -0.7 0.047
H 2.237982 -4.343244 3.054509 0.3 -0.1 -1.5 0.096
H 3.042267 -5.498820 1.883769 -0.9 1.5 0.1 0.114
H 3.984251 -3.777498 0.704295 -1.2 1.4 1.0 0.137
H 2.334640 -3.344901 0.046754 0.7 -0.2 1.6 0.121
H -1.151205 -0.380786 2.557562 1.1 0.4 -0.4 0.074
H 2.413146 -0.000396 0.183220 -0.7 0.1 0.1 0.069
C -1.558036 -2.423353 8.614326 -0.3 0.1 0.1 -0.064
C -0.899864 -3.788522 8.492922 0.4 0.5 -0.2 -0.498
C 0.578728 -3.722442 8.841165 0.2 -0.2 0.2 -0.059
O -1.052844 -4.273231 7.160511 -0.2 -0.2 -0.1 -0.057
H -1.100268 -1.706200 7.924903 0.1 -0.1 0.1 0.080
H -2.617998 -2.483050 8.350718 0.1 0.0 0.1 0.079
H -1.471831 -2.032945 9.631966 0.0 0.0 -0.1 0.074
H -1.402055 -4.498930 9.155810 0.0 0.0 -0.2 0.132
H 1.110299 -3.050379 8.159493 -0.1 0.1 0.1 0.079
H 1.041437 -4.708006 8.739239 -0.1 0.1 0.1 0.080
H 0.727950 -3.370059 9.865198 0.0 0.0 -0.1 0.082
H -0.611398 -3.651642 6.565249 -0.1 -0.1 0.2 0.070
C -1.456169 -8.580196 -0.305736 -0.2 0.2 0.1 -0.065
C -0.411705 -8.258251 -1.362921 0.1 -0.6 0.3 -0.499
C -0.085133 -9.479227 -2.208478 0.1 0.0 -0.3 -0.068
O 0.775813 -7.787247 -0.729278 0.1 0.2 -0.1 -0.071
H -1.092770 -9.353933 0.378661 0.0 -0.1 -0.1 0.081
H -1.673009 -7.696713 0.301133 0.0 0.0 -0.1 0.078
H -2.386573 -8.927912 -0.762340 0.1 0.0 0.1 0.080
H -0.776408 -7.452716 -2.006419 0.2 0.1 0.1 0.141
H 0.325318 -10.283798 -1.589551 -0.1 0.0 0.1 0.080
H 0.674404 -9.235995 -2.956589 -0.1 0.0 0.0 0.080
H -0.974555 -9.853698 -2.722055 0.1 0.0 0.0 0.080
H 1.108134 -8.492187 -0.156876 -0.1 0.1 -0.1 0.089
C -4.701182 -2.052659 12.941467 0.0 0.3 0.1 -0.066
C -3.770915 -2.589310 11.864952 -0.3 -0.5 0.4 -0.508
C -4.396842 -3.761062 11.124965 0.0 0.0 -0.3 -0.060
O -2.544115 -3.005906 12.461160 0.3 0.1 -0.1 -0.062
H -4.917515 -2.822712 13.689263 0.0 -0.1 -0.1 0.081
H -4.233611 -1.218540 13.471817 0.0 0.0 -0.1 0.080
H -5.645806 -1.708669 12.512020 0.0 0.0 0.1 0.080
H -3.532262 -1.792253 11.155141 0.2 -0.1 0.1 0.130
H -4.602521 -4.589979 11.810096 -0.1 0.1 0.1 0.083
H -3.712643 -4.142988 10.362044 -0.1 0.1 0.0 0.066
H -5.332296 -3.468607 10.640747 0.0 -0.1 0.0 0.083
H -2.743839 -3.711731 13.091083 0.0 0.1 -0.1 0.088
C -0.353486 -0.474966 -3.303267 0.1 0.1 0.3 -0.061
C 0.466867 -1.537092 -4.017848 -0.6 0.2 -0.3 -0.496
C 0.403897 -1.362430 -5.527282 0.3 -0.1 -0.2 -0.064
O -0.022183 -2.830901 -3.668598 0.2 -0.2 0.1 -0.065
H -1.409253 -0.539377 -3.587405 0.1 0.0 -0.1 0.085
H -0.307905 -0.619046 -2.220613 0.1 0.0 -0.1 0.016
H 0.010011 0.529215 -3.538582 -0.1 0.0 0.0 0.069
H 1.507469 -1.483443 -3.684742 -0.1 -0.2 0.1 0.134
H -0.625349 -1.458170 -5.888344 0.0 0.1 0.1 0.080
H 0.989057 -2.138846 -6.028383 0.0 0.1 0.1 0.078
H 0.789262 -0.384601 -5.828461 -0.1 0.0 0.0 0.077
H -0.942542 -2.888944 -3.958970 0.2 0.1 0.1 0.086
C 5.972046 -1.575934 -2.862198 -0.1 0.0 -0.3 -0.060
C 5.128984 -0.787286 -1.872963 0.5 -0.4 0.2 -0.494
C 5.930685 -0.414433 -0.635530 -0.1 0.2 0.1 -0.057
O 3.995698 -1.564850 -1.488723 -0.4 0.2 0.1 -0.067
H 6.323291 -2.512109 -2.415842 0.0 0.1 0.1 0.083
H 5.380232 -1.846338 -3.740963 0.0 0.1 0.1 0.081
H 6.840511 -0.998521 -3.189443 0.0 -0.1 0.0 0.082
H 4.751460 0.119931 -2.353348 -0.2 -0.2 0.1 0.140
H 6.280444 -1.310583 -0.112675 0.0 0.0 -0.1 0.084
H 5.309531 0.142627 0.071878 0.1 0.0 -0.1 0.076
H 6.797834 0.197714 -0.896187 0.0 -0.1 0.1 0.083
H 4.318064 -2.370600 -1.062414 0.0 0.2 -0.1 0.063
C -0.037232 5.192894 -4.497733 -0.2 0.0 0.0 -0.069
C 0.611482 3.822041 -4.605516 0.3 0.6 -0.2 -0.504
C 2.091703 3.880967 -4.262119 0.2 -0.2 0.1 -0.065
O 0.451927 3.323845 -5.932627 -0.1 -0.3 -0.1 -0.062
H 0.422962 5.899455 -5.195398 0.1 0.0 0.2 0.074
H -1.098022 5.137258 -4.757995 0.1 0.0 0.1 0.083
H 0.053914 5.594572 -3.485038 0.0 0.0 -0.1 0.081
H 0.106371 3.122220 -3.933446 0.0 -0.1 -0.2 0.128
H 2.626144 4.541693 -4.952446 -0.1 0.1 0.1 0.081
H 2.547026 2.890706 -4.354757 -0.1 0.0 0.1 0.073
H 2.246697 4.243216 -3.242374 0.0 0.0 -0.1 0.080
H 0.895874 3.936049 -6.535126 -0.1 -0.1 0.2 0.087
C -1.926385 8.568982 -3.424748 -0.1 -0.2 0.2 -0.057
C -0.545537 9.130604 -3.719617 -0.5 0.2 -0.4 -0.494
C -0.581584 10.644688 -3.857145 0.3 0.2 0.1 -0.064
O -0.049194 8.554628 -4.925767 0.3 0.0 0.0 -0.068
H -2.620695 8.799345 -4.238612 0.1 0.1 0.1 0.066
H -1.887668 7.479449 -3.340373 0.0 0.1 0.0 0.070
H -2.331163 8.977286 -2.494583 0.0 0.0 0.0 0.081
H 0.144951 8.851335 -2.918503 0.1 -0.1 -0.2 0.138
H -1.232623 10.945575 -4.684624 -0.1 -0.1 0.1 0.075
H 0.415639 11.033787 -4.080951 -0.1 -0.1 0.1 0.079
H -0.943314 11.116546 -2.939683 0.0 0.0 -0.1 0.080
H -0.654461 8.794900 -5.642594 -0.1 -0.2 0.2 0.065
C -1.950433 8.579080 -8.996650 0.3 -0.1 0.0 -0.062
C -3.056935 8.069222 -8.086825 -0.1 0.6 -0.4 -0.492
C -4.429003 8.468508 -8.606162 -0.3 -0.2 0.1 -0.063
O -2.873800 8.597064 -6.773650 0.2 0.0 0.3 -0.071
H -1.964339 9.672626 -9.052659 -0.1 0.0 0.0 0.082
H -0.969656 8.294181 -8.605421 -0.1 -0.1 -0.1 0.079
H -2.053701 8.177106 -10.007803 0.0 0.1 0.1 0.082
H -2.996107 6.980181 -8.009219 0.0 0.1 0.2 0.142
H -4.528117 9.558110 -8.648643 0.1 0.0 -0.1 0.082
H -5.213554 8.104844 -7.936915 0.1 0.0 -0.1 0.081
H -4.606301 8.063155 -9.605641 0.0 0.1 0.1 0.082
H -2.926133 9.561567 -6.830200 -0.1 -0.2 -0.1 0.091
```
Positions in Å, forces in eV/Å.

Calculated values
E_tot: -90964.0499 eV
HOMO-LUMO gap: 8.47 eV
energy relative to the best compared isomer or geometry (same formula, charge and spin): 3.876 eV

(2)
ORCA calculation (ωB97M-V/def2-TZVPD) on a cluster of 9 separate species, C27H75ClN6O11 in total in a non-equilibrium geometry.

Structure (XYZ):
```
120
Properties=species:S:1:pos:R:3:forces:R:3:lowdin_charge:R:1
N 3.660276 -3.034844 -2.035523 0.8 -0.3 0.0 0.332
H 3.008460 -2.291119 -1.762909 -0.6 0.6 0.2 0.095
H 3.195157 -3.943320 -1.990899 -0.1 0.0 0.1 0.157
H 4.448524 -2.999293 -1.382934 -0.3 -0.1 0.2 0.161
H 4.076957 -2.900386 -2.957275 -0.4 0.1 -0.1 0.155
Cl 1.038761 -0.984827 0.339861 -1.4 0.2 1.6 0.670
O 2.103887 -0.959825 -0.626372 1.1 -0.7 -1.3 -0.381
O 0.565980 -2.337415 0.579527 0.5 0.0 -0.4 -0.356
O 1.552595 -0.429634 1.566384 -0.3 -0.1 -0.4 -0.328
O -0.067861 -0.215109 -0.168604 0.3 0.2 0.1 -0.337
C -3.230177 2.024897 -4.490746 0.7 0.3 -0.1 -0.025
C -3.637910 1.659409 -3.045430 0.0 -0.4 -0.9 -0.511
C -5.135436 1.364649 -2.988863 0.0 0.5 -0.3 -0.148
C -5.601551 0.124572 -3.734377 0.0 0.9 -0.1 -0.176
C -4.928486 -1.093320 -3.126387 -1.3 0.4 0.1 -0.139
C -3.427357 -0.916222 -2.992643 2.1 -0.2 -0.7 -0.482
N -2.939837 0.441277 -2.607695 -2.0 0.3 1.2 -0.097
O -1.548860 0.573062 -2.671318 0.2 -0.3 -0.2 -0.021
C -2.893209 -1.888593 -1.933468 0.1 0.4 1.0 -0.037
C -2.785551 -1.365446 -4.320840 -0.5 -0.5 -0.6 -0.039
C -3.380601 2.828502 -2.092878 0.5 -0.6 1.2 -0.025
H -3.560144 1.296076 -5.229572 -0.1 0.0 0.1 0.060
H -2.140153 2.061174 -4.568566 0.0 -0.1 0.1 0.079
H -3.550427 3.014759 -4.824575 -0.4 0.0 0.2 0.081
H -5.422335 1.308479 -1.935758 -0.1 -0.1 0.0 0.116
H -5.593373 2.261774 -3.417105 -0.3 -0.1 0.1 0.126
H -5.392338 0.230025 -4.802490 0.3 -0.1 0.0 0.104
H -6.692647 0.154205 -3.693051 0.0 -0.6 0.2 0.113
H -5.170452 -1.959013 -3.746728 0.4 -0.1 0.0 0.119
H -5.415091 -1.321488 -2.172546 0.3 0.2 0.2 0.124
H -1.805062 -1.963346 -1.850840 0.0 -0.1 -0.8 0.064
H -3.087374 -1.503370 -0.929358 -0.7 0.0 0.0 0.079
H -3.355854 -2.871000 -2.026441 0.2 -0.1 -0.1 0.087
H -3.168855 -0.898015 -5.232125 0.0 0.5 0.3 0.073
H -1.700899 -1.279463 -4.316340 0.0 -0.1 0.1 0.077
H -3.113365 -2.400301 -4.463602 0.5 -0.2 0.1 0.076
H -2.329554 2.866755 -1.796466 0.2 0.4 -0.6 0.068
H -3.842277 2.637613 -1.117856 -0.3 -0.2 -0.2 0.064
H -3.776473 3.790608 -2.412265 0.2 0.0 -0.4 0.089
H -1.268380 0.403296 -1.760992 0.2 0.1 -0.1 0.059
C -3.678866 0.866796 1.218813 1.0 -1.4 0.1 -0.164
O -4.052339 0.563804 2.551861 -0.7 0.6 0.2 -0.109
H -3.541047 1.936747 1.100286 -0.1 0.0 0.1 0.063
H -2.732732 0.324103 1.079908 0.2 0.6 -0.6 0.068
H -4.331013 0.463358 0.438339 -0.4 0.2 0.2 0.068
H -4.098042 -0.387515 2.667810 0.0 0.0 -0.1 0.078
C 1.545207 -3.082202 3.788932 1.0 0.0 -0.4 -0.181
O 0.201349 -3.153183 3.381711 -0.1 0.1 -0.1 -0.124
H 1.875363 -4.073018 4.110268 -0.1 0.1 0.4 0.075
H 2.250582 -2.804772 2.994356 -0.4 -0.1 -0.4 0.064
H 1.752846 -2.307033 4.531922 -0.5 -0.2 0.4 0.065
H 0.153972 -2.849201 2.466267 0.0 0.1 0.1 0.018
C 4.059373 1.381940 -1.532263 0.4 -0.3 -0.1 -0.069
C 3.376904 2.597725 -0.919378 -0.3 0.3 1.3 -0.383
C 2.305281 3.226189 -1.796760 0.0 -0.4 -0.2 -0.213
O 1.961724 4.519669 -1.326009 0.3 -0.6 -0.3 -0.183
C 0.827914 5.043384 -1.982934 -0.3 0.0 0.0 -0.105
N 2.786894 2.376474 0.445264 -0.3 0.2 -1.0 0.054
H 4.310875 0.626821 -0.784932 -0.3 0.1 0.2 0.054
H 5.026487 1.670710 -1.948796 -0.1 0.1 -0.2 0.075
H 3.495703 0.889871 -2.328212 -0.2 0.1 0.1 0.067
H 4.157161 3.322341 -0.673525 0.0 0.3 -0.6 0.136
H 1.417589 2.584280 -1.732850 -0.1 -0.2 -0.1 0.131
H 2.613916 3.226669 -2.849261 0.1 0.4 -0.1 0.127
H -0.130722 4.659309 -1.612340 0.2 0.0 0.6 0.074
H 0.754036 4.765756 -3.040826 0.6 0.3 -0.1 0.087
H 0.911303 6.116454 -1.830094 -0.4 0.1 -0.3 0.092
H 2.139077 3.159922 0.487047 0.1 0.1 0.6 0.050
H 2.179691 1.559421 0.467448 0.2 -0.1 -0.1 0.041
C -0.902254 3.298379 1.303849 -0.3 -1.2 -1.2 -0.080
C -1.308148 2.931547 2.703539 0.3 1.3 1.4 -0.417
C -0.625014 1.635664 3.173338 -0.6 1.5 0.0 -0.207
O -0.908963 1.454048 4.536409 -0.1 -0.2 0.2 -0.171
C -0.680608 0.130145 4.962200 -1.0 -0.2 0.0 -0.100
N -0.967171 4.068456 3.618859 1.1 0.5 -0.7 0.030
H 0.159210 3.528961 1.197186 0.0 0.0 0.3 0.064
H -1.460263 4.120764 0.852055 -0.1 0.1 0.3 0.080
H -1.082506 2.421599 0.664477 0.1 0.1 -0.2 0.064
H -2.388482 2.887429 2.860159 0.0 -0.6 -0.5 0.128
H 0.451397 1.800562 3.043717 0.2 -0.5 -0.3 0.125
H -1.032353 0.841343 2.542737 0.4 -0.4 0.1 0.105
H -1.140512 -0.042453 5.938008 0.3 0.6 0.2 0.087
H 0.378987 -0.124943 5.012361 0.0 -0.2 -0.3 0.083
H -1.284596 -0.539431 4.337886 0.6 -0.3 -0.4 0.083
H 0.055775 4.167946 3.604708 0.0 -0.6 0.6 0.069
H -1.121800 4.905437 3.049019 -0.8 0.0 0.3 0.058
C 4.747390 0.041285 4.349498 0.3 1.5 0.6 -0.046
C 4.523364 1.265609 3.461413 -0.3 0.5 -1.7 -0.437
C 5.519782 2.411297 3.637306 0.5 -1.1 1.6 -0.189
O 5.369258 2.834183 4.999046 0.3 0.1 -0.3 -0.201
C 5.891103 4.102403 5.291905 -0.9 0.7 -0.2 -0.130
N 4.648995 0.822190 2.067801 0.3 -0.7 -0.1 0.021
H 3.968618 -0.716257 4.291022 -0.1 0.1 -0.3 0.061
H 4.756458 0.441367 5.366414 0.1 -0.4 0.2 0.075
H 5.724190 -0.372398 4.099496 0.0 -0.2 0.1 0.079
H 3.541821 1.732202 3.624986 -0.1 -0.3 0.3 0.134
H 5.432662 3.239194 2.931843 -0.5 0.0 -0.1 0.122
H 6.519562 1.975353 3.517534 0.2 0.2 -0.1 0.123
H 5.282554 4.874900 4.798544 0.1 0.0 -0.2 0.084
H 6.924697 4.285884 4.985426 0.2 -0.4 0.1 0.085
H 5.737136 4.283400 6.354952 0.4 -0.2 0.1 0.085
H 3.987265 0.056547 1.984129 0.0 0.1 -0.4 0.039
H 4.374409 1.522700 1.376043 -0.2 -0.1 0.7 0.022
C -0.751546 -7.193226 -0.474490 0.6 0.2 -0.2 -0.059
C -0.534847 -5.668630 -0.445612 -0.2 -0.1 0.9 -0.440
C -0.954250 -5.045727 -1.765512 0.1 0.1 0.2 -0.220
O -0.171770 -5.605030 -2.803299 0.2 0.0 -0.4 -0.201
C -0.735147 -5.353322 -4.075733 -0.8 -0.1 0.4 -0.106
N -1.336734 -5.124303 0.642433 -0.5 -0.5 0.8 0.043
H -0.035262 -7.564829 -1.210102 -0.6 -0.3 -0.4 0.071
H -1.799241 -7.427710 -0.659733 0.1 0.0 -0.5 0.083
H -0.495918 -7.762480 0.423012 0.1 0.7 0.4 0.073
H 0.530520 -5.499341 -0.242893 0.2 0.2 -0.4 0.126
H -0.837774 -3.954694 -1.767908 0.1 0.0 0.2 0.106
H -2.023937 -5.233137 -1.920418 0.0 -0.2 -0.1 0.127
H -0.160976 -5.857158 -4.847784 0.3 0.2 0.1 0.085
H -0.869091 -4.281943 -4.254535 0.4 0.1 -0.2 0.079
H -1.750101 -5.767522 -4.117236 0.0 -0.1 0.0 0.089
H -0.995894 -5.522726 1.509648 -0.2 -0.1 0.0 0.075
H -1.397189 -4.134133 0.840310 0.5 0.2 -0.8 0.058
```
Positions in Å, forces in eV/Å.

Calculated values
E_tot: -73188.0027 eV
HOMO-LUMO gap: 6.47 eV